No. 1
{"formula": "C48H116AsF6N6O4", "method": "wB97M-V/def2-TZVPD", "relative_energy_kcal_mol": 48.38, "spin_multiplicity": 1, "charge": 5, "homo_energy_ha": -0.7182, "symbols": ["As", "F", "F", "F", "F", "F", "F", "C", "C", "N", "C", "C", "C", "C", "C", "O", "C", "H", "H", "H", "H", "H", "H", "H", "H", "H", "H", "H", "H", "H", "H", "H", "H", "H", "H", "H", "H", "C", "C", "N", "C", "C", "C", "C", "C", "O", "C", "H", "H", "H", "H", "H", "H", "H", "H", "H", "H", "H", "H", "H", "H", "H", "H", "H", "H", "H", "H", "C", "C", "N", "C", "C", "C", "C", "C", "O", "C", "H", "H", "H", "H", "H", "H", "H", "H", "H", "H", "H", "H", "H", "H", "H", "H", "H", "H", "H", "H", "C", "C", "N", "C", "C", "C", "C", "C", "O", "C", "H", "H", "H", "H", "H", "H", "H", "H", "H", "H", "H", "H", "H", "H", "H", "H", "H", "H", "H", "H", "C", "C", "C", "N", "C", "C", "C", "C", "C", "H", "H", "H", "H", "H", "H", "H", "H", "H", "H", "H", "H", "H", "H", "H", "H", "H", "H", "C", "C", "C", "N", "C", "C", "C", "C", "C", "H", "H", "H", "H", "H", "H", "H", "H", "H", "H", "H", "H", "H", "H", "H", "H", "H", "H"], "coordinates": [[1.74, 1.68, -9.82], [2.45, 0.12, -9.49], [2.94, 2.47, -8.85], [0.96, 3.20, -10.12], [0.59, 0.76, -10.78], [0.70, 1.42, -8.45], [2.63, 1.93, -11.30], [1.66, -2.25, -13.58], [1.86, -0.74, -13.58], [1.40, -0.01, -14.82], [1.47, 1.45, -14.47], [2.46, -0.26, -15.89], [2.15, 0.29, -17.28], [-0.01, -0.37, -15.22], [-1.00, -0.27, -14.07], [-1.30, 1.07, -13.78], [-2.17, 1.17, -12.65], [2.16, -2.72, -14.43], [0.63, -2.61, -13.56], [2.17, -2.61, -12.69], [2.93, -0.57, -13.48], [1.49, -0.33, -12.64], [0.95, 1.65, -13.54], [1.06, 2.04, -15.28], [2.50, 1.71, -14.21], [2.58, -1.34, -15.82], [3.41, 0.09, -15.49], [3.03, 0.81, -17.66], [1.36, 1.04, -17.25], [1.82, -0.51, -17.94], [-0.01, -1.39, -15.60], [-0.29, 0.39, -15.95], [-0.50, -0.75, -13.22], [-1.86, -0.91, -14.26], [-2.56, 0.19, -12.37], [-2.97, 1.87, -12.90], [-1.64, 1.59, -11.79], [-2.75, 5.53, -3.72], [-2.84, 4.02, -3.91], [-2.83, 3.59, -5.38], [-4.15, 3.98, -5.96], [-1.76, 4.32, -6.19], [-0.36, 4.21, -5.59], [-2.61, 2.09, -5.39], [-2.31, 1.40, -6.71], [-3.13, 1.91, -7.74], [-2.95, 1.26, -8.98], [-1.72, 5.88, -3.77], [-3.08, 5.84, -2.73], [-3.34, 6.07, -4.46], [-3.69, 3.52, -3.47], [-1.91, 3.65, -3.49], [-4.93, 3.67, -5.26], [-4.33, 3.50, -6.91], [-4.26, 5.06, -6.04], [-2.07, 5.36, -6.27], [-1.86, 3.86, -7.17], [0.31, 3.81, -6.35], [-0.33, 3.48, -4.77], [-0.02, 5.14, -5.15], [-3.57, 1.74, -5.00], [-1.91, 1.84, -4.60], [-2.44, 0.32, -6.58], [-1.27, 1.54, -7.04], [-3.75, 1.67, -9.59], [-3.02, 0.17, -8.94], [-2.03, 1.52, -9.52], [2.78, 6.33, -10.76], [3.36, 4.99, -11.17], [4.67, 5.05, -11.93], [5.80, 5.72, -11.21], [5.07, 3.66, -12.30], [5.55, 2.82, -11.10], [4.48, 5.83, -13.24], [3.46, 5.31, -14.23], [3.93, 4.17, -14.93], [4.74, 4.48, -16.07], [2.64, 6.96, -11.64], [3.50, 6.87, -10.14], [1.84, 6.18, -10.25], [2.65, 4.46, -11.80], [3.53, 4.29, -10.36], [6.73, 5.32, -11.61], [5.72, 5.62, -10.14], [5.81, 6.78, -11.46], [5.98, 3.65, -12.91], [4.27, 3.15, -12.82], [6.47, 3.25, -10.70], [5.86, 1.84, -11.46], [4.88, 2.82, -10.25], [5.48, 5.82, -13.68], [4.24, 6.83, -12.89], [3.20, 6.08, -14.97], [2.53, 4.99, -13.76], [5.66, 5.01, -15.81], [4.18, 5.12, -16.76], [5.05, 3.54, -16.51], [0.73, -2.57, -9.79], [0.55, -3.89, -9.08], [-0.88, -4.47, -8.99], [-1.26, -4.90, -10.36], [-0.88, -5.70, -8.07], [-2.13, -6.53, -8.16], [-1.88, -3.44, -8.54], [-1.78, -3.04, -7.07], [-0.46, -2.76, -6.70], [-0.30, -1.85, -5.64], [0.48, -2.56, -10.85], [1.75, -2.23, -9.63], [0.21, -1.69, -9.39], [0.97, -4.07, -8.10], [1.01, -4.63, -9.75], [-2.33, -5.11, -10.37], [-0.88, -5.89, -10.64], [-0.97, -4.16, -11.10], [-0.67, -5.23, -7.11], [0.03, -6.25, -8.33], [-3.03, -5.94, -7.96], [-2.08, -7.23, -7.32], [-2.28, -7.16, -9.03], [-2.85, -3.93, -8.68], [-1.88, -2.62, -9.25], [-2.30, -3.69, -6.37], [-2.33, -2.08, -7.17], [-0.39, -0.78, -5.89], [0.69, -2.04, -5.24], [-1.02, -2.03, -4.83], [-0.71, 4.78, -12.48], [-1.63, 5.43, -13.52], [-0.94, 5.56, -14.89], [-1.75, 6.42, -15.86], [-3.05, 5.85, -16.35], [-0.92, 6.78, -17.11], [-1.44, 8.15, -17.63], [-2.20, 8.75, -16.44], [-1.97, 7.79, -15.26], [-1.20, 3.98, -11.94], [-0.46, 5.51, -11.70], [0.19, 4.30, -12.87], [-1.92, 6.43, -13.20], [-2.53, 4.88, -13.81], [-1.00, 4.57, -15.34], [0.07, 5.97, -14.95], [-3.74, 5.87, -15.51], [-2.86, 4.87, -16.77], [-3.45, 6.51, -17.11], [-1.12, 6.01, -17.85], [0.06, 6.92, -16.67], [-2.11, 7.99, -18.47], [-0.55, 8.68, -17.97], [-3.27, 8.75, -16.60], [-1.72, 9.68, -16.15], [-2.66, 7.96, -14.44], [-0.98, 8.04, -14.84], [6.71, 4.05, -6.92], [6.15, 2.66, -7.17], [5.64, 1.98, -5.89], [5.49, 0.47, -6.00], [6.87, -0.12, -5.93], [4.77, 0.00, -7.25], [3.68, -0.97, -6.77], [4.07, -1.32, -5.31], [4.49, 0.09, -4.92], [6.98, 4.54, -7.86], [7.59, 4.09, -6.28], [5.94, 4.73, -6.56], [6.72, 2.02, -7.84], [5.22, 2.88, -7.70], [4.68, 2.42, -5.60], [6.33, 2.15, -5.07], [6.58, -1.17, -5.85], [7.43, 0.13, -5.03], [7.45, 0.12, -6.81], [5.36, -0.64, -7.90], [4.34, 0.88, -7.72], [3.56, -1.87, -7.38], [2.70, -0.49, -6.71], [4.89, -2.02, -5.23], [3.19, -1.55, -4.71], [5.07, 0.13, -3.99], [3.65, 0.77, -4.85]]}

---

No. 2
{"formula": "C48H117FN9O20P3", "method": "wB97M-V/def2-TZVPD", "spin_multiplicity": 2, "charge": 1, "homo_energy_ha": [-0.3896, -0.3896], "symbols": ["C", "C", "C", "C", "N", "C", "C", "C", "C", "C", "H", "H", "H", "H", "H", "H", "H", "H", "H", "H", "H", "H", "H", "H", "H", "H", "H", "H", "H", "H", "F", "C", "C", "C", "C", "C", "C", "H", "H", "H", "H", "H", "H", "H", "H", "H", "H", "H", "H", "H", "H", "C", "C", "O", "N", "C", "H", "H", "H", "H", "H", "H", "H", "C", "C", "O", "N", "C", "H", "H", "H", "H", "H", "H", "H", "C", "C", "O", "N", "C", "H", "H", "H", "H", "H", "H", "H", "C", "C", "O", "N", "C", "H", "H", "H", "H", "H", "H", "H", "C", "C", "O", "N", "C", "H", "H", "H", "H", "H", "H", "H", "C", "C", "O", "N", "C", "H", "H", "H", "H", "H", "H", "H", "C", "C", "O", "N", "C", "H", "H", "H", "H", "H", "H", "H", "C", "C", "O", "N", "C", "H", "H", "H", "H", "H", "H", "H", "C", "O", "P", "O", "O", "C", "O", "C", "H", "H", "H", "H", "H", "H", "H", "H", "H", "C", "O", "P", "O", "O", "C", "O", "C", "H", "H", "H", "H", "H", "H", "H", "H", "H", "C", "O", "P", "O", "O", "C", "O", "C", "H", "H", "H", "H", "H", "H", "H", "H", "H"], "coordinates": [[11.25, 23.88, 7.44], [10.20, 24.65, 8.19], [9.94, 24.08, 9.59], [8.79, 24.80, 10.42], [8.09, 23.76, 11.43], [7.16, 24.51, 12.37], [8.04, 25.02, 13.51], [9.33, 24.27, 13.50], [9.10, 23.23, 12.41], [7.41, 22.60, 10.66], [12.26, 24.03, 7.81], [11.38, 24.35, 6.46], [11.01, 22.83, 7.27], [9.25, 24.76, 7.66], [10.66, 25.62, 8.39], [10.93, 24.12, 10.05], [9.82, 23.01, 9.41], [8.07, 25.35, 9.81], [9.16, 25.64, 11.01], [6.39, 23.83, 12.76], [6.70, 25.33, 11.82], [7.67, 24.87, 14.52], [8.13, 26.11, 13.60], [9.60, 23.77, 14.43], [10.13, 24.91, 13.16], [8.63, 22.34, 12.84], [9.93, 22.84, 11.83], [8.20, 21.91, 10.35], [6.72, 22.97, 9.90], [6.80, 22.13, 11.43], [4.61, 24.37, 10.50], [12.15, 22.15, 14.39], [13.08, 22.35, 15.59], [13.05, 21.45, 16.77], [13.08, 19.98, 16.50], [13.12, 19.10, 17.85], [12.11, 19.30, 19.06], [11.15, 21.89, 14.73], [12.34, 21.34, 13.69], [12.12, 23.04, 13.76], [14.12, 22.14, 15.32], [12.99, 23.36, 15.99], [12.16, 21.74, 17.34], [13.90, 21.59, 17.43], [12.18, 19.80, 15.92], [13.98, 19.76, 15.93], [13.04, 18.08, 17.49], [14.15, 19.07, 18.21], [11.14, 18.84, 18.86], [12.46, 18.71, 19.90], [11.87, 20.33, 19.35], [14.94, 26.63, 13.80], [13.70, 26.67, 13.01], [12.67, 26.15, 13.41], [13.76, 27.51, 12.01], [12.64, 27.84, 11.08], [14.90, 27.37, 14.61], [15.81, 26.94, 13.23], [15.14, 25.62, 14.16], [14.66, 27.95, 11.86], [13.08, 28.34, 10.22], [11.88, 28.48, 11.52], [12.21, 26.88, 10.79], [7.45, 20.64, 15.09], [7.39, 19.65, 13.99], [8.16, 19.71, 13.04], [6.35, 18.78, 14.05], [5.82, 17.86, 13.09], [6.49, 20.92, 15.54], [7.68, 21.59, 14.63], [8.19, 20.45, 15.87], [5.89, 18.78, 14.95], [4.99, 17.31, 13.54], [6.43, 17.00, 12.84], [5.40, 18.51, 12.32], [9.99, 17.70, 9.16], [10.06, 19.01, 9.97], [9.61, 20.08, 9.53], [10.55, 18.96, 11.20], [11.04, 17.87, 12.03], [10.48, 16.88, 9.69], [10.50, 17.71, 8.20], [8.94, 17.40, 9.04], [10.26, 19.85, 11.58], [11.95, 17.41, 11.65], [10.34, 17.04, 12.09], [11.20, 18.21, 13.06], [5.57, 27.07, 8.84], [6.11, 26.11, 7.85], [6.90, 26.57, 7.06], [5.63, 24.88, 7.81], [5.95, 23.87, 6.80], [5.71, 28.10, 8.52], [6.25, 26.92, 9.68], [4.53, 26.80, 9.02], [5.14, 24.48, 8.61], [7.01, 23.94, 6.57], [5.28, 23.87, 5.94], [5.72, 23.01, 7.42], [14.39, 24.99, 9.34], [15.57, 25.98, 9.41], [15.36, 27.15, 9.49], [16.83, 25.57, 9.75], [17.40, 24.23, 9.93], [13.40, 25.42, 9.19], [14.47, 24.38, 10.24], [14.54, 24.25, 8.56], [17.51, 26.23, 10.09], [16.79, 23.34, 10.10], [17.92, 24.35, 10.89], [18.11, 23.97, 9.15], [0.46, 21.07, 10.70], [1.96, 21.43, 10.90], [2.36, 22.56, 11.04], [2.85, 20.43, 10.91], [4.24, 20.57, 10.42], [0.42, 20.70, 9.68], [-0.15, 21.92, 11.01], [0.07, 20.28, 11.35], [2.47, 19.49, 10.94], [4.70, 19.72, 9.93], [5.00, 20.81, 11.16], [4.39, 21.49, 9.86], [8.65, 21.37, 6.23], [7.95, 21.11, 4.92], [6.71, 21.28, 4.82], [8.64, 20.68, 3.84], [8.11, 20.54, 2.45], [7.93, 21.02, 6.96], [8.90, 22.43, 6.29], [9.46, 20.67, 6.43], [9.59, 20.36, 3.92], [8.57, 21.37, 1.92], [7.03, 20.57, 2.39], [8.40, 19.58, 2.02], [12.35, 22.71, 3.56], [12.68, 21.44, 2.85], [11.86, 20.71, 2.32], [14.04, 21.17, 2.76], [14.63, 19.95, 2.15], [12.36, 23.49, 2.79], [13.12, 23.23, 4.14], [11.43, 22.78, 4.14], [14.71, 21.87, 3.05], [14.02, 19.66, 1.30], [14.90, 19.17, 2.85], [15.60, 20.15, 1.68], [15.58, 27.64, 4.07], [14.33, 26.87, 3.92], [12.84, 27.26, 4.45], [12.23, 28.51, 4.03], [11.95, 25.99, 4.18], [10.55, 26.12, 4.18], [12.95, 27.20, 6.10], [13.45, 28.25, 6.94], [15.54, 28.26, 4.97], [15.80, 28.25, 3.20], [16.44, 27.03, 4.33], [9.97, 25.23, 4.41], [10.31, 26.51, 3.19], [10.29, 26.83, 4.96], [14.39, 28.08, 7.46], [12.73, 28.34, 7.75], [13.32, 29.21, 6.45], [1.97, 26.95, 14.98], [2.62, 25.75, 14.96], [3.53, 25.38, 13.68], [2.81, 25.30, 12.39], [4.80, 26.48, 13.66], [4.72, 27.62, 12.81], [4.25, 24.06, 14.27], [3.72, 22.73, 14.09], [2.83, 27.62, 15.08], [1.24, 27.03, 15.78], [1.46, 27.26, 14.07], [4.80, 28.58, 13.32], [3.74, 27.74, 12.35], [5.39, 27.62, 11.95], [4.01, 22.20, 14.99], [4.21, 22.24, 13.25], [2.63, 22.69, 13.96], [9.69, 28.64, 8.78], [9.42, 28.50, 10.17], [8.90, 29.68, 11.10], [9.73, 30.86, 11.15], [7.39, 29.82, 10.60], [6.97, 30.64, 9.53], [8.86, 28.94, 12.58], [9.70, 29.45, 13.63], [10.46, 27.96, 8.39], [10.15, 29.62, 8.69], [8.85, 28.56, 8.08], [7.83, 31.13, 9.07], [6.34, 31.44, 9.92], [6.28, 30.17, 8.83], [10.70, 29.29, 13.22], [9.62, 28.72, 14.43], [9.62, 30.50, 13.92]]}